#a
One molecule with the formula C2HNO2S, computed with ωB97M-V with the def2-TZVPD basis set.

Each line ends with the Löwdin charge.
Cartesian coordinates (Å):
1 C 1.8070 0.1447 0.4828  -0.41
2 C -1.2309 0.5083 -0.4764  -0.26
3 N 2.7402 0.4056 1.0528  0.11
4 O -1.7292 1.0946 0.4254  0.09
5 O -0.2961 -1.5872 0.2018  -0.51
6 S 0.4800 -0.5767 -0.4870  0.90
7 H -1.7709 0.0107 -1.1995  0.07

Properties
Total charge: 0

#b
A 2-piece molecular cluster, C2HNO2S overall, computed with ωB97M-V with the def2-TZVPD basis set.

Each line ends with the Löwdin charge.
Cartesian coordinates (Å):
1 C -2.0934 -0.4622 0.0446  0.10
2 N -1.0043 -0.8838 0.0112  -0.66
3 S 0.3923 -1.5256 -0.0110  0.71
4 H -3.0142 0.0316 -0.0193  0.07
5 O 2.9032 0.3856 -0.0407  0.18
6 C 1.8995 0.9330 -0.0077  -0.56
7 O 0.9170 1.5214 0.0229  0.17

Properties
Total charge: 0
SMILES: C#[N+][S-].O=C=O

Which structure wins on stability? #b wins.

#a
C3H13N2Si as an isolated structure, computed with ωB97M-V with the def2-TZVPD basis set.

Each line ends with the Löwdin charge.
Cartesian coordinates (Å):
1 C 2.3926 0.6433 0.1928  -0.18
2 C -0.8779 -2.1381 0.0503  0.00
3 C -0.3196 0.2642 0.2764  -0.32
4 N 1.2233 1.1073 -0.5017  -0.05
5 N -0.3168 -0.9291 -0.5834  -0.06
6 Si -1.8127 1.4740 0.0995  0.73
7 H 2.5121 -0.4353 0.0600  0.07
8 H 3.2471 1.1260 -0.2863  0.10
9 H 2.4252 0.8789 1.2618  0.09
10 H -0.2825 -2.4061 0.9220  0.11
11 H -1.9007 -1.9498 0.3690  0.10
12 H -0.8711 -2.9718 -0.6485  0.11
13 H 0.0273 0.0094 1.2713  0.09
14 H 1.0707 2.0931 -0.3100  0.06
15 H -0.8251 -0.7076 -1.4458  0.17
16 H 0.6624 -1.0975 -0.8599  0.16
17 H -1.7864 2.3447 1.2634  -0.06
18 H -2.9731 0.5752 0.0594  -0.07
19 H -1.5947 2.1192 -1.1904  -0.06

Properties
Total charge: +1

#b
An isolated ion of composition C3H13N2Si and charge +1, computed with ωB97M-V with the def2-TZVPD basis set.

Each line ends with the Löwdin charge.
Cartesian coordinates (Å):
1 C 0.5940 1.4768 1.1495  -0.20
2 Si 0.7790 0.5948 -0.5252  0.67
3 C 2.1873 -0.6796 -0.4824  -0.19
4 C -0.8325 -0.5020 -0.6420  -0.31
5 N -2.3299 0.4393 -0.6042  0.05
6 N -1.1092 -1.3183 0.5663  0.14
7 H 1.2555 2.3377 1.1774  0.04
8 H -0.4083 1.8537 1.3378  0.03
9 H 0.8838 0.8498 1.9904  0.03
10 H 0.7385 1.4771 -1.6852  0.00
11 H 1.8461 -1.7097 -0.4080  0.02
12 H 2.7908 -0.6180 -1.3822  0.03
13 H 2.8570 -0.4959 0.3536  0.04
14 H -0.9450 -1.1182 -1.5271  0.10
15 H -2.6420 0.4990 -1.5662  0.05
16 H -2.0725 1.3760 -0.3143  0.03
17 H -0.8284 -0.7879 1.4020  0.15
18 H -0.6309 -2.2269 0.5555  0.17
19 H -2.1334 -1.4478 0.6042  0.16

Properties
Total charge: +1
SMILES: C[SiH](C)[C@H](N)[NH3+]

Which structure wins on stability? #b wins.

#a
An isolated ion of composition C5H8BrN2 and charge +1, computed with ωB97M-V with the def2-TZVPD basis set.

Each line ends with the Löwdin charge.
Cartesian coordinates (Å):
1 C -1.0737 0.2271 -1.6451  -0.01
2 N -0.7523 0.0212 -0.1898  -0.12
3 C -0.0113 -1.2691 0.0512  -0.02
4 C 1.0627 -1.4598 1.0632  -0.69
5 Br 2.0011 -3.0638 1.4490  0.83
6 N 1.3262 -0.3369 1.7818  0.02
7 C 0.9376 0.8280 1.4718  -0.12
8 C 0.1837 1.2162 0.2497  -0.05
9 H -0.0396 0.2690 -2.2581  0.16
10 H -1.6808 -0.6036 -1.9953  0.10
11 H -1.5892 1.1507 -1.9305  0.11
12 H -1.6147 -0.1499 0.3585  0.20
13 H -0.4592 -2.0569 -0.4504  0.08
14 H 1.3935 1.6526 2.1616  0.17
15 H -0.6000 2.0406 0.4433  0.17
16 H 0.9159 1.5346 -0.5609  0.16

Properties
Total charge: +1
SMILES: C[N@H+]1C=C(Br)N=CC1

#b
A 2-piece molecular cluster, C5H8BrN2 overall, computed with ωB97M-V with the def2-TZVPD basis set.

Each line ends with the Löwdin charge.
Cartesian coordinates (Å):
1 C -1.1430 -0.0361 -1.3103  -0.02
2 C -1.6710 0.7710 -0.3723  -0.09
3 C 1.0667 -0.1262 0.0571  -0.27
4 C 0.1043 -0.8000 -0.9722  -0.05
5 C -1.0016 0.9550 0.8404  -0.14
6 N 0.3749 0.6674 0.8950  0.06
7 N 2.3444 -0.3759 0.2224  0.22
8 Br -1.3496 -1.4519 2.2696  0.10
9 H -1.4457 -0.1440 -2.3524  0.14
10 H -2.6155 1.3951 -0.4923  0.16
11 H -0.5053 -1.5054 -0.4125  0.09
12 H 0.6827 -1.1786 -1.7943  0.13
13 H -1.4139 1.6129 1.5324  0.11
14 H 0.8850 1.0979 1.6877  0.19
15 H 2.6039 -1.1001 -0.5081  0.17
16 H 3.0838 0.2189 0.7097  0.19

Properties
Total charge: +1

Which structure wins on stability? #b wins.

#a
A 2-piece molecular cluster, C2H2O2S overall, computed with ωB97M-V with the def2-TZVPD basis set.

Each line ends with the Löwdin charge.
Cartesian coordinates (Å):
1 C 1.4682 -0.3201 0.5030  0.03
2 C 0.9172 0.2167 -0.4176  -0.09
3 O -1.7720 -1.0782 -0.4768  -0.41
4 O -1.6267 1.3121 -0.0875  -0.44
5 S -1.4270 -0.0427 0.4182  0.82
6 H 1.4923 -0.9033 1.3595  0.03
7 H 0.9480 0.8155 -1.2988  0.06

Properties
Total charge: 0

#b
C2H2O2S as an isolated structure, computed with ωB97M-V with the def2-TZVPD basis set.

Each line ends with the Löwdin charge.
Cartesian coordinates (Å):
1 C -1.6870 0.0010 -0.2236  -0.61
2 C -0.3690 -0.3001 0.2088  -0.62
3 O -2.4893 0.8191 -0.3189  0.20
4 O -1.2757 -1.2191 -0.5038  0.09
5 S 1.1212 0.1299 -0.6056  0.75
6 H -0.1879 -0.5618 1.6064  0.23
7 H 0.5470 1.1079 -1.5442  -0.03

Properties
Total charge: 0

Which structure wins on stability? #b wins.

#a
One molecule with the formula C2H2O2S, computed with ωB97M-V with the def2-TZVPD basis set.

Each line ends with the Löwdin charge.
Cartesian coordinates (Å):
1 O -2.6652 0.5413 -0.1236  0.17
2 C -1.6959 -0.0968 -0.2486  -0.27
3 C -0.7535 -0.9675 -0.4122  -0.36
4 S 0.9811 -0.4628 -0.4955  0.86
5 O 0.7637 1.1264 -0.5194  -0.49
6 H -0.9843 -1.9395 -0.4346  0.03
7 H 1.0868 1.7635 -1.1692  0.07

Properties
Total charge: 0
SMILES: O=C=CSO

#b
One molecule with the formula C2H2O2S, computed with ωB97M-V with the def2-TZVPD basis set.

Each line ends with the Löwdin charge.
Cartesian coordinates (Å):
1 C 0.5848 0.5225 0.0570  -0.27
2 C 0.3713 -0.7794 -0.0871  -0.36
3 S -1.3779 -1.0784 0.0834  0.92
4 O -1.7240 0.5032 -0.1853  -0.45
5 O -0.4559 1.3658 0.1181  -0.05
6 H 1.5220 1.0433 0.1632  0.14
7 H 1.0797 -1.5769 -0.1493  0.07

Properties
Total charge: 0
SMILES: C1=CSOO1

#c
One molecule with the formula C2H2O2S, computed with ωB97M-V with the def2-TZVPD basis set.

Each line ends with the Löwdin charge.
Cartesian coordinates (Å):
1 O 2.3391 -0.4264 0.1940  0.01
2 C 1.0677 -0.4928 -0.2030  -0.19
3 C 0.0122 0.5339 -0.0882  -0.66
4 O 0.1503 1.7824 -0.0316  0.03
5 S -1.5927 -0.4219 0.0346  0.79
6 H 0.3201 -1.5720 -0.4551  0.14
7 H -2.2967 0.5968 0.5493  -0.12

Properties
Total charge: 0
SMILES: O=CC(=O)S

#d
One molecule with the formula C2H2O2S, computed with ωB97M-V with the def2-TZVPD basis set.

Each line ends with the Löwdin charge.
Cartesian coordinates (Å):
1 O 1.4351 1.4015 -0.1175  -0.37
2 S 0.8858 0.1102 0.0032  0.91
3 O 2.0972 -1.4613 0.1659  -0.45
4 C -0.7233 -0.1152 -0.6437  -0.15
5 C -0.7896 0.0290 0.6886  -0.08
6 H -1.4040 -0.1368 -1.4723  0.09
7 H -1.5013 0.1726 1.3757  0.04

Properties
Total charge: 0
SMILES: O=S1(=O)C=C1

Which structure wins on stability? #a wins.